[1]
DFT (ωB97M-V/def2-TZVPD) results for 4 unconnected molecules or ions with the total composition C3H6O2S in a non-equilibrium geometry.

Values from the calculation:
frontier orbital gap = 10.964 eV
HOMO level = -10.434 eV
energy = -666.4502 a.u.

Structure (XYZ):
```
12
C3H6O2S ωB97M-V/def2-TZVPD
C 2.8505 -0.0431 1.0410
C 1.9017 -0.4218 0.4375
C -2.0582 0.9304 0.1750
O -2.7509 1.7755 -0.2913
O -0.9128 1.1590 0.8519
S -2.3411 -0.7894 -0.1310
H 3.8937 0.0463 1.3335
H 0.2036 -1.5306 -2.8833
H 0.8987 -0.4558 0.0037
H 0.2868 -1.4711 -2.0143
H -0.6253 2.0901 0.7158
H -1.3466 -1.2895 0.7614
```



[2]
DFT (ωB97M-V/def2-TZVPD) results for C3H6O2S in the gas phase in a non-equilibrium geometry.

Values from the calculation:
frontier orbital gap = 9.085 eV
HOMO level = -8.532 eV
energy = -666.5105 a.u.

Structure (XYZ):
```
12
C3H6O2S ωB97M-V/def2-TZVPD
C -0.9111 -0.2344 -0.0793
C 0.1432 -1.2795 0.2635
C -0.0060 0.9586 -0.3963
O 2.5785 -0.3810 -0.5521
O -0.2874 2.1729 0.1650
S 1.5709 -0.0719 0.4520
H -1.5679 -0.5177 -0.9037
H -1.5403 -0.0063 0.7829
H -0.0350 -1.8372 1.1796
H 0.3758 -1.9592 -0.5496
H 0.2429 1.1032 -1.4440
H -0.5636 2.0526 1.0821
```



[3]
DFT (ωB97M-V/def2-TZVPD) results for C3H6O2S in the gas phase in a non-equilibrium geometry.

Values from the calculation:
frontier orbital gap = 9.852 eV
SMILES = O=C(O)CCS
HOMO level = -9.350 eV
energy = -666.5807 a.u.

Structure (XYZ):
```
12
C3H6O2S ωB97M-V/def2-TZVPD
O 0.8391 1.7158 1.0373
C -0.0845 0.9804 1.1939
O -1.0490 1.2567 2.1033
C -0.3559 -0.2273 0.2954
C 0.4440 -0.1390 -0.9708
S 0.0970 -1.5579 -2.1018
H -1.5443 0.4457 2.2931
H -1.4260 -0.4027 0.2125
H 0.0176 -1.0792 0.8903
H 0.2292 0.7477 -1.5573
H 1.5061 -0.1492 -0.7679
H 1.3266 -1.5909 -2.6279
```



[4]
DFT (ωB97M-V/def2-TZVPD) results for a molecular structure, C3H6O2S3 in a non-equilibrium geometry.

Values from the calculation:
frontier orbital gap = 9.998 eV
HOMO level = -9.511 eV
energy = -1462.8603 a.u.

Structure (XYZ):
```
14
C3H6O2S3 ωB97M-V/def2-TZVPD
C -0.0524 -0.3785 -0.0575
C 1.3541 -0.0796 -0.1724
C -1.0409 0.7303 0.4382
O 0.5020 -0.0892 -1.2510
O -2.4213 0.3716 0.2943
S -0.7569 -1.9568 0.2709
S 2.1388 1.5018 0.3672
S 2.7100 -1.2345 0.1536
H -0.7559 1.7578 0.0961
H -0.9820 0.6624 1.4848
H -2.6626 0.0824 -0.6089
H -2.0156 -1.4186 0.2051
H 1.9376 2.2924 -0.7431
H 2.0452 -2.2415 -0.4773
```



[5]
DFT (ωB97M-V/def2-TZVPD) results for 2 unconnected molecules or ions with the total composition C3H6O3 in a non-equilibrium geometry.

Values from the calculation:
frontier orbital gap = 10.129 eV
SMILES = C=CO.O=CO
HOMO level = -9.417 eV
energy = -343.5939 a.u.

Structure (XYZ):
```
12
C3H6O3 ωB97M-V/def2-TZVPD
C -1.7190 -0.1716 -1.0087
C -1.5536 -0.3208 0.2977
O -0.4428 -0.9077 0.8250
H -2.3622 0.6195 -1.3731
H -0.9728 -0.4183 -1.7474
H -2.3690 -0.1185 0.9887
H -0.5152 -0.8461 1.7821
O 2.1179 0.7118 1.3282
C 2.2345 0.7217 0.1273
O 1.5456 -0.0061 -0.7289
H 2.9756 1.4259 -0.2739
H 1.0608 -0.6898 -0.2169
```



[6]
DFT (ωB97M-V/def2-TZVPD) results for 2 unconnected molecules or ions with the total composition C3H6O3 in a non-equilibrium geometry.

Values from the calculation:
frontier orbital gap = 10.826 eV
SMILES = CC=O.O=CO
HOMO level = -10.667 eV
energy = -343.5727 a.u.

Structure (XYZ):
```
12
C3H6O3 ωB97M-V/def2-TZVPD
C -0.9352 0.6089 -1.2195
C 0.4091 0.0053 -1.4363
O 0.5409 -1.2262 -1.4023
H -1.2026 1.2487 -2.0591
H -0.9333 1.3076 -0.3753
H -1.6691 -0.1721 -1.0743
H 1.3591 0.5407 -1.3320
O 0.8801 0.9256 2.3007
C 0.5807 -0.2231 2.2376
O 0.2684 -0.9033 1.1321
H 0.5231 -0.9432 3.0654
H 0.1788 -1.1687 0.1631
```



[7]
DFT (ωB97M-V/def2-TZVPD) results for 2 unconnected molecules or ions with the total composition C3H6O3.

Values from the calculation:
frontier orbital gap = 10.684 eV
SMILES = O[C@H]1[C@H]2O[C@@H]12.O
HOMO level = -9.835 eV
energy = -343.5080 a.u.

Structure (XYZ):
```
12
C3H6O3 ωB97M-V/def2-TZVPD
O -1.4918 -0.3238 -0.8757
C -0.2662 0.2026 -1.2018
C 0.3712 1.3815 -0.5293
O 0.4635 0.8105 0.7838
C 0.9679 0.0850 -0.3576
H -1.5364 -0.4094 0.0933
H -0.0883 0.1453 -2.2764
H 0.7782 2.3536 -0.7614
H 1.9833 -0.2772 -0.4063
O -0.7403 -1.3631 2.0189
H -0.1940 -0.5653 1.9678
H -0.2470 -2.0397 1.5448
```



[8]
DFT (ωB97M-V/def2-TZVPD) results for C3H6O3 in the gas phase.

Values from the calculation:
frontier orbital gap = 11.029 eV
SMILES = O=C[C@H](O)CO
HOMO level = -10.301 eV
energy = -343.6042 a.u.

Structure (XYZ):
```
12
C3H6O3 ωB97M-V/def2-TZVPD
O 1.9753 1.2878 0.3093
C 1.1601 0.5508 0.8097
C 0.4111 -0.5134 0.0279
O 0.7253 -0.4596 -1.3437
C -1.0989 -0.3664 0.1824
O -1.5435 0.8152 -0.4231
H 0.9136 0.6033 1.8909
H 0.7227 -1.4792 0.4492
H 1.0371 0.4297 -1.5173
H -1.5589 -1.2629 -0.2572
H -1.3687 -0.3306 1.2432
H -1.3752 0.7254 -1.3712
```



[9]
DFT (ωB97M-V/def2-TZVPD) results for C3H6O3 in the gas phase in a non-equilibrium geometry.

Values from the calculation:
frontier orbital gap = 10.618 eV
SMILES = O=C(O)CCO
HOMO level = -10.082 eV
energy = -343.6028 a.u.

Structure (XYZ):
```
12
C3H6O3 ωB97M-V/def2-TZVPD
O 1.9367 1.4972 -0.6496
C 0.8263 1.0636 -0.3662
O -0.3163 1.8391 -0.2084
C 0.6543 -0.3960 -0.1131
C -0.8640 -0.7907 0.0557
O -0.9138 -1.9133 0.9315
H -0.1650 2.7440 -0.6611
H 1.4169 -0.7550 0.6836
H 1.0416 -0.7546 -1.1566
H -1.1297 -1.0699 -0.9110
H -1.4639 0.1076 0.4997
H -1.0233 -1.5720 1.8954
```



[10]
DFT (ωB97M-V/def2-TZVPD) results for C3H6O3 in the gas phase in a non-equilibrium geometry.

Values from the calculation:
frontier orbital gap = 11.433 eV
SMILES = O=COCCO
HOMO level = -10.524 eV
energy = -343.5838 a.u.

Structure (XYZ):
```
12
C3H6O3 ωB97M-V/def2-TZVPD
O 1.0768 1.6638 -0.9486
C 1.3677 0.4981 -0.9505
O 0.5236 -0.5165 -1.1558
C 0.1330 -0.8551 0.3007
C -1.2184 -0.1945 0.4217
O -1.1289 1.1636 0.7655
H 2.3235 0.0870 -0.6150
H 0.1568 -1.9403 0.3427
H 0.8079 -0.4622 1.0987
H -1.6665 -0.3608 -0.5638
H -1.8305 -0.6872 1.1792
H -0.5449 1.6039 0.1252
```



[11]
DFT (ωB97M-V/def2-TZVPD) results for C3H6O3 in the gas phase.

Values from the calculation:
frontier orbital gap = 11.186 eV
SMILES = O=C[C@H](O)CO
HOMO level = -10.443 eV
energy = -343.6042 a.u.

Structure (XYZ):
```
12
C3H6O3 ωB97M-V/def2-TZVPD
O -1.4585 1.6142 0.0334
C -0.8036 0.8800 0.7368
C 0.5373 0.3586 0.2766
O 0.8873 0.9751 -0.9413
C 0.3682 -1.1522 0.0607
O -0.6047 -1.4277 -0.9315
H -1.1804 0.4907 1.7040
H 1.2994 0.5961 1.0441
H 0.1742 1.5972 -1.1641
H 1.3498 -1.5530 -0.2177
H 0.0105 -1.6741 0.9605
H -0.5795 -0.7048 -1.5617
```



[12]
DFT (ωB97M-V/def2-TZVPD) results for C3H6O3 in the gas phase in a non-equilibrium geometry.

Values from the calculation:
frontier orbital gap = 11.121 eV
SMILES = CC(=O)OCO
HOMO level = -10.218 eV
energy = -343.6162 a.u.

Structure (XYZ):
```
12
C3H6O3 ωB97M-V/def2-TZVPD
C -1.2246 -1.0877 -1.2762
C -0.5076 -0.2858 -0.2222
O -0.5849 -0.5295 0.9836
O 0.2976 0.6407 -0.6501
C 1.0597 1.2502 0.7740
O 1.8796 0.4149 1.4323
H -0.6695 -2.0083 -1.4542
H -2.2182 -1.3497 -0.9187
H -1.2913 -0.5267 -2.2039
H 0.2701 1.7147 1.3685
H 1.6428 1.9702 0.2093
H 1.3461 -0.2030 1.9577
```



[13]
DFT (ωB97M-V/def2-TZVPD) results for 2 unconnected molecules or ions with the total composition C3H6O3.

Values from the calculation:
frontier orbital gap = 10.369 eV
SMILES = C=CO.O=CO
HOMO level = -9.699 eV
energy = -343.6000 a.u.

Structure (XYZ):
```
12
C3H6O3 ωB97M-V/def2-TZVPD
C 2.4333 -0.5273 0.9123
C 2.2553 0.2399 -0.1422
O 1.1950 0.0344 -0.9943
H 3.1510 -0.2826 1.6804
H 1.8540 -1.4137 1.1092
H 2.8361 1.1476 -0.2994
H 1.4761 0.2435 -1.8977
O -2.6577 0.7108 -0.6130
C -2.3242 -0.2123 0.0733
O -1.1501 -0.2540 0.7480
H -2.8790 -1.1429 0.2553
H -0.6101 0.4151 0.2893
```



[14]
DFT (ωB97M-V/def2-TZVPD) results for C3H6O3 in the gas phase.

Values from the calculation:
frontier orbital gap = 11.218 eV
SMILES = O=C[C@H](O)CO
HOMO level = -10.435 eV
energy = -343.6047 a.u.

Structure (XYZ):
```
12
C3H6O3 ωB97M-V/def2-TZVPD
O 1.6271 1.4461 0.1170
C 1.0565 0.5737 0.7296
C 0.3888 -0.5844 0.0100
O 0.6581 -0.4863 -1.3653
C -1.1213 -0.3950 0.2198
O -1.4624 0.8627 -0.3112
H 0.9728 0.5949 1.8323
H 0.7660 -1.5348 0.4237
H 1.2702 0.2665 -1.4566
H -1.7055 -1.1752 -0.2827
H -1.3650 -0.4027 1.2890
H -1.0853 0.8346 -1.2056
```



[15]
DFT (ωB97M-V/def2-TZVPD) results for C3H6O3 in the gas phase in a non-equilibrium geometry.

Values from the calculation:
frontier orbital gap = 10.950 eV
SMILES = O=C(CO)CO
HOMO level = -10.225 eV
energy = -343.5814 a.u.

Structure (XYZ):
```
12
C3H6O3 ωB97M-V/def2-TZVPD
O 0.4107 -1.1133 -0.8930
C 0.1738 -0.1831 -0.1252
C -0.1185 1.1837 -0.6484
O -0.8185 1.1048 -1.8533
C 0.0468 -0.5341 1.2890
O 0.6919 -1.7184 1.5363
H -0.6666 1.8188 0.0573
H 0.8962 1.6010 -0.7618
H -0.5053 0.2846 -2.2686
H -1.0685 -0.5764 0.9150
H 0.0867 0.1576 2.1362
H 0.8712 -2.0251 0.6165
```



[16]
DFT (ωB97M-V/def2-TZVPD) results for 2 unconnected molecules or ions with the total composition C3H6O3 in a non-equilibrium geometry.

Values from the calculation:
frontier orbital gap = 11.083 eV
SMILES = CC=O.O=CO
HOMO level = -10.561 eV
energy = -343.6136 a.u.

Structure (XYZ):
```
12
C3H6O3 ωB97M-V/def2-TZVPD
C -1.6729 0.2016 -1.1012
C -1.2535 -0.0594 0.2992
O -0.8253 -1.1152 0.7023
H -1.3602 -0.6092 -1.7527
H -2.7630 0.2412 -1.1789
H -1.3268 1.1821 -1.4161
H -1.1226 0.8276 0.9486
O 2.4842 -0.6986 -0.4457
C 2.4282 -0.0286 0.5442
O 1.5645 -0.2018 1.5543
H 3.1007 0.8289 0.7048
H 0.7468 -0.5686 1.1413
```



[17]
DFT (ωB97M-V/def2-TZVPD) results for 2 unconnected molecules or ions with the total composition C3H6O3 in a non-equilibrium geometry.

Values from the calculation:
frontier orbital gap (alpha / beta) = 7.094 / 3.828 eV
spin multiplicity = 2
<S²> = 0.755
HOMO level (alpha / beta) = -12.741 / -12.741 eV
energy = -343.2384 a.u.
total charge = +1

Structure (XYZ):
```
12
C3H6O3 ωB97M-V/def2-TZVPD
C -4.1394 0.1079 2.1349
C -3.4899 -0.6171 1.1390
O -2.3803 -0.1394 0.7171
H -5.1265 -0.1801 2.4765
H -3.5116 0.7477 2.7403
H -3.6604 -1.6132 0.7412
H -2.2951 -0.4436 -0.2077
O 5.1284 -0.6801 -2.6715
C 4.5935 0.1605 -2.0183
O 5.3075 1.0159 -1.2182
H 3.5238 0.3978 -2.0390
H 6.0500 1.2437 -1.7944
```



[18]
DFT (ωB97M-V/def2-TZVPD) results for 2 unconnected molecules or ions with the total composition C3H6O3P in a non-equilibrium geometry.

Values from the calculation:
frontier orbital gap = 8.444 eV
HOMO level = -4.471 eV
energy = -685.1107 a.u.
total charge = -1

Structure (XYZ):
```
13
C3H6O3P ωB97M-V/def2-TZVPD
C 0.8677 -0.5266 0.2998
C 0.3584 0.6695 1.0349
C 0.0907 -0.8477 -0.9429
O -2.6352 0.4143 1.3663
O 1.8121 -1.1918 0.6801
O -3.1459 -0.9261 -0.6512
P -3.7272 -0.1374 0.4863
H -0.7053 0.5079 1.2726
H 0.3917 1.5501 0.3971
H 0.9257 0.8450 1.9456
H 0.4576 -1.7572 -1.4123
H 0.1617 -0.0194 -1.6446
H -0.9706 -0.9554 -0.6949
```



[19]
DFT (ωB97M-V/def2-TZVPD) results for a molecular structure, C3H6O3S in a non-equilibrium geometry.

Values from the calculation:
frontier orbital gap = 5.938 eV
HOMO level = -0.040 eV
energy = -741.7039 a.u.
total charge = -2

Structure (XYZ):
```
13
C3H6O3S ωB97M-V/def2-TZVPD
O -0.5279 -0.7287 -2.2822
C -0.2888 -0.5167 -0.9877
O -0.6991 -1.4494 0.0077
C 0.4313 0.6749 -0.5415
C 0.6464 0.8662 1.0059
S 2.0333 1.9835 1.3597
H 0.4780 1.5877 -1.2364
H 1.0077 -0.2961 -0.8093
H -0.2932 1.2821 1.4630
H 0.8847 -0.0814 1.5473
H -3.7014 -2.2432 -0.7717
H -1.5991 -1.7556 -0.2377
O -3.0284 -2.3689 -0.0470
```



[20]
DFT (ωB97M-V/def2-TZVPD) results for 2 unconnected molecules or ions with the total composition C3H6O3S in a non-equilibrium geometry.

Values from the calculation:
frontier orbital gap = 5.670 eV
HOMO level = 0.482 eV
energy = -741.8244 a.u.
total charge = -2

Structure (XYZ):
```
13
C3H6O3S ωB97M-V/def2-TZVPD
O -0.8368 -1.2845 -1.2577
C -0.2939 -0.2416 -0.8323
O 0.9253 0.0428 -1.0511
C -1.1170 0.7052 0.0809
C -1.2847 0.2019 1.5026
S -2.3642 1.2805 2.5404
H -0.4169 1.5583 0.1221
H -2.0434 1.0768 -0.3417
H -0.3097 0.1855 1.9951
H -1.6202 -0.8380 1.4694
H 2.3884 -0.6052 -1.4923
H 3.6606 -1.2272 -0.9745
O 3.3124 -0.8544 -1.7610
```